Entry from the Open Molecules 2025 dataset: C5H10O2 in the gas phase (ωB97M-V/def2-TZVPD).

- relative energy (zero: lowest compared OMol25 entry of this formula, charge and spin) (kJ/mol) = 430.4
- lowest unoccupied orbital energy (eV) = 1.02
- E_tot (eV) = -9438.58178
- 2S+1 = 1
- HOMO-LUMO gap (eV) = 9.48

Each line ends with the Mulliken charge.
CARTESIAN COORDINATES (ANGSTROEM)
C 2.61232 -0.35817 0.36503  -0.72
O 1.50692 0.09743 -0.37190  -0.30
C 0.31752 -0.55090 -0.00644  -0.78
C -0.83566 0.13154 -0.71515  0.50
C -2.18166 -0.47221 -0.36389  -1.44
C -0.79520 1.87143 0.85548  -0.29
O -0.85013 1.56286 -0.40535  -0.29
H 2.45622 -0.22812 1.44712  0.31
H 3.47550 0.23654 0.05609  0.25
H 2.82082 -1.42183 0.16767  0.29
H 0.15877 -0.49445 1.08008  0.43
H 0.33432 -1.61306 -0.30634  0.46
H -0.65857 0.11564 -1.79412  0.28
H -2.98783 0.05680 -0.88046  0.37
H -2.21806 -1.52671 -0.65689  0.38
H -2.35048 -0.39522 0.71516  0.37
H -0.80481 2.98843 0.81391  0.18

Forces on the atoms, in the same order (eV/Å):
0.281 -0.071 0.136
-0.001 0.009 -0.081
-0.234 -0.063 0.045
-0.003 -0.270 -0.123
-0.030 -0.014 0.028
-0.020 0.224 -0.510
0.021 0.117 0.538
-0.002 -0.004 -0.169
-0.120 -0.113 0.054
-0.044 0.151 0.022
0.030 -0.008 -0.126
-0.011 0.143 0.030
-0.020 0.009 0.132
0.128 -0.068 0.053
0.032 0.159 0.039
0.035 -0.017 -0.142
-0.043 -0.186 0.075

=====

Entry from the Open Molecules 2025 dataset: 3 unconnected molecules or ions with the total composition C5H10O2 (ωB97M-V/def2-TZVPD).

- relative energy (zero: lowest compared OMol25 entry of this formula, charge and spin) (kJ/mol) = 606.9
- lowest unoccupied orbital energy (spin up / spin down) (eV) = 0.62 / 0.70
- E_tot (eV) = -9436.75343
- 2S+1 = 1
- HOMO-LUMO gap (spin up / spin down) (eV) = 7.76 / 7.85

Each line ends with the Mulliken charge.
CARTESIAN COORDINATES (ANGSTROEM)
O -1.21675 0.32936 1.85772  -0.50
C -0.24188 1.03422 1.19392  -0.66
C 0.45725 0.34902 0.13293  0.34
C 0.75401 -1.14853 0.26757  -0.75
C 0.58327 -1.63173 -1.17673  -0.42
O -0.57123 -0.91953 -1.61719  -0.37
C -0.56382 0.32032 -1.05050  -0.51
H -1.76142 0.94309 2.36146  0.33
H -0.56941 2.31545 -0.21344  0.01
H 0.21944 1.85054 1.74278  0.51
H 1.35994 0.89639 -0.15409  0.31
H 1.75019 -1.34014 0.67639  0.34
H 0.00516 -1.61876 0.91192  0.28
H 0.36882 -2.69869 -1.27813  0.35
H 1.45655 -1.38024 -1.79399  0.26
H -1.59622 0.61641 -0.85059  0.37
H -0.43392 2.08284 -1.01003  0.12

Forces on the atoms, in the same order (eV/Å):
-0.126 0.080 -0.042
0.210 0.260 0.978
-0.244 -0.274 -0.785
0.140 -0.123 0.079
0.124 -0.151 0.183
0.059 -0.107 -0.211
-0.149 -0.688 0.167
0.065 -0.085 -0.006
0.130 0.196 -1.080
-0.073 -0.106 -0.025
-0.144 -0.046 0.056
-0.132 -0.004 -0.068
0.111 0.023 -0.113
0.074 0.155 0.023
-0.127 0.019 0.052
0.208 0.070 -0.077
-0.127 0.784 0.868

=====

Entry from the Open Molecules 2025 dataset: C5H10O2 in the gas phase (ωB97M-V/def2-TZVPD).

- relative energy (zero: lowest compared OMol25 entry of this formula, charge and spin) (kJ/mol) = 368.2
- lowest unoccupied orbital energy (eV) = 1.12
- E_tot (eV) = -9439.22651
- 2S+1 = 1
- HOMO-LUMO gap (eV) = 10.85
- SMILES = C[C@@H]1OC[C@H](C)O1

Each line ends with the Mulliken charge.
CARTESIAN COORDINATES (ANGSTROEM)
C -0.95307 0.27695 1.87873  -1.22
C 0.22916 0.76189 1.05097  0.31
C 0.96273 -0.93341 0.67857  -0.63
O -0.00688 -1.14184 -0.34207  -0.41
C 0.31105 0.04086 -1.03911  0.47
C -0.25311 0.13215 -2.42877  -1.30
O -0.12089 1.12319 -0.25076  -0.42
H -1.87579 0.85132 1.73662  0.34
H -0.68864 0.30353 2.94013  0.31
H -1.16910 -0.74810 1.57550  0.33
H 0.66736 1.67787 1.50792  0.36
H 0.79026 -1.43838 1.61052  0.29
H 1.87174 -1.43817 0.24282  0.27
H 1.41719 0.04991 -0.83702  0.31
H -1.33572 -0.04018 -2.42727  0.30
H -0.06578 1.13413 -2.82571  0.32
H 0.21949 -0.61172 -3.07107  0.34

Forces on the atoms, in the same order (eV/Å):
0.005 -0.124 0.096
0.530 -0.965 0.199
-0.634 0.349 1.052
0.100 0.055 0.085
0.436 0.070 -0.482
0.113 -0.078 -0.007
-0.385 -0.153 -0.035
0.367 0.172 -0.110
-0.057 -0.070 -0.077
-0.286 0.093 0.233
0.593 -1.104 -0.099
-0.619 -0.467 0.275
0.008 1.699 0.703
-0.394 0.626 -2.022
0.237 0.014 0.156
0.022 -0.192 0.042
-0.036 0.073 -0.008

=====

Entry from the Open Molecules 2025 dataset: C5H10O2 in the gas phase (ωB97M-V/def2-TZVPD).

- relative energy (zero: lowest compared OMol25 entry of this formula, charge and spin) (kJ/mol) = 146.9
- lowest unoccupied orbital energy (eV) = 0.88
- E_tot (eV) = -9441.52052
- 2S+1 = 1
- HOMO-LUMO gap (eV) = 10.62
- SMILES = OC[C@H]1CCOC1

Each line ends with the Mulliken charge.
CARTESIAN COORDINATES (ANGSTROEM)
O 2.39902 0.14742 0.87917  -0.51
C 1.59509 -0.54201 -0.05860  -0.76
C 0.15349 -0.41059 0.38599  0.40
C -0.36121 1.04076 0.41396  -0.68
C -1.79278 0.94068 -0.16052  -0.38
O -2.08056 -0.44272 -0.29498  -0.40
C -0.85068 -1.08386 -0.54944  -0.69
H 3.31807 0.07440 0.59777  0.31
H 1.70348 -0.11429 -1.07023  0.36
H 1.87299 -1.60730 -0.11721  0.34
H 0.06144 -0.85482 1.38282  0.26
H -0.34104 1.44825 1.42645  0.25
H 0.26460 1.68634 -0.21130  0.29
H -1.85212 1.43602 -1.14243  0.25
H -2.56400 1.37684 0.48152  0.29
H -0.54273 -0.94338 -1.60127  0.32
H -0.98304 -2.15175 -0.36169  0.34

Forces on the atoms, in the same order (eV/Å):
0.337 0.009 -0.025
-0.323 -0.194 -0.285
-0.036 -0.018 0.025
-0.029 0.111 0.031
0.001 0.285 0.035
-0.078 -0.031 -0.031
0.195 -0.210 -0.038
-0.102 0.054 0.111
0.006 -0.022 0.172
-0.008 0.172 0.040
-0.007 0.051 -0.089
-0.032 -0.024 -0.136
-0.055 -0.087 0.091
0.016 -0.114 0.117
0.158 -0.069 -0.065
-0.072 -0.012 0.092
0.028 0.100 -0.046

=====

Entry from the Open Molecules 2025 dataset: C5H10O2 in the gas phase (ωB97M-V/def2-TZVPD).

- relative energy (zero: lowest compared OMol25 entry of this formula, charge and spin) (kJ/mol) = 202.5
- lowest unoccupied orbital energy (eV) = 0.99
- E_tot (eV) = -9440.94416
- 2S+1 = 1
- HOMO-LUMO gap (eV) = 10.67
- SMILES = CCO[C@@H](C)C=O

Each line ends with the Mulliken charge.
CARTESIAN COORDINATES (ANGSTROEM)
C -1.79766 -1.19357 -1.13088  -1.17
C -0.96702 0.04697 -0.91714  -0.24
O -0.66415 0.10931 0.47129  -0.37
C 0.56156 0.77493 0.62604  0.50
C 1.14350 0.50961 1.99527  -1.38
C 1.46499 0.17857 -0.44997  -0.11
O 2.07308 0.80021 -1.27226  -0.50
H -2.75408 -1.12400 -0.59839  0.30
H -1.99096 -1.29584 -2.19861  0.38
H -1.29414 -2.09637 -0.75793  0.27
H -0.06153 0.07253 -1.54219  0.32
H -1.46289 0.96981 -1.22302  0.33
H 0.45971 1.85137 0.42410  0.26
H 2.12232 0.99575 2.06362  0.39
H 0.49066 0.90964 2.77509  0.35
H 1.26174 -0.56706 2.16678  0.32
H 1.41487 -0.94186 -0.43178  0.37

Forces on the atoms, in the same order (eV/Å):
-0.253 -0.029 -0.195
-0.712 -0.054 -0.009
0.289 -0.065 -0.191
0.544 0.175 -0.048
0.027 0.064 0.153
0.160 -0.100 0.465
0.605 0.026 0.025
0.186 0.074 -0.153
-0.143 -0.198 -0.002
0.043 0.332 -0.188
-0.593 -0.511 0.092
-0.477 0.053 0.053
0.026 -0.064 0.067
-0.133 -0.077 0.113
0.078 -0.032 -0.088
-0.013 0.186 -0.084
0.366 0.219 -0.010

=====

Entry from the Open Molecules 2025 dataset: C5H10O2 in the gas phase (ωB97M-V/def2-TZVPD).

- relative energy (zero: lowest compared OMol25 entry of this formula, charge and spin) (kJ/mol) = 460.5
- lowest unoccupied orbital energy (spin up / spin down) (eV) = -0.09 / -0.09
- E_tot (eV) = -9438.27044
- 2S+1 = 1
- HOMO-LUMO gap (spin up / spin down) (eV) = 8.63 / 8.63
- SMILES = CC[C@@H](O)CC=O

Each line ends with the Mulliken charge.
CARTESIAN COORDINATES (ANGSTROEM)
C -2.39417 -0.52416 -0.28088  -1.20
C -1.16430 0.34676 -0.55453  -0.50
C 0.14107 -0.27822 -0.02779  0.20
O 0.30149 -1.51688 -0.67771  -0.52
C 1.30711 0.75147 -0.31978  -0.58
C 2.81172 0.70648 0.35840  -0.07
O 2.64502 -0.51384 0.39171  -0.39
H -3.30309 -0.05278 -0.67493  0.37
H -2.28256 -1.50582 -0.75086  0.29
H -2.53622 -0.67870 0.79619  0.30
H -1.05840 0.51159 -1.63607  0.35
H -1.29521 1.33344 -0.08821  0.33
H 0.03962 -0.41162 1.06582  0.23
H 1.18649 -1.82647 -0.44227  0.39
H 1.05115 1.64703 0.21317  0.26
H 1.47443 0.83125 -1.38399  0.33
H 3.09896 1.15894 1.36700  0.22

Forces on the atoms, in the same order (eV/Å):
0.071 -0.040 0.011
0.208 0.053 0.053
0.552 0.703 0.113
0.335 0.051 0.141
0.025 2.589 -0.353
-4.831 -3.051 0.813
4.329 -2.211 1.365
0.212 -0.080 0.074
-0.026 0.160 0.080
0.037 0.027 -0.175
0.019 -0.036 0.186
0.051 -0.191 -0.087
0.126 -0.029 -0.207
-0.091 -0.038 -0.092
-1.149 1.220 -0.494
-0.406 0.509 -0.248
0.537 0.366 -1.181